Formula: C5H10O
Source: the OMol25 dataset
Level of theory: ωB97M-V/def2-TZVPD

The value obtained for the largest force on an atom is 3.08 eV/A. The molecular weight is 86.1 g mol⁻¹. The value obtained for the LUMO energy is 0.0243 hartree. The total energy is -7391.9811 eV. Its energy above the lowest of the compared OMol25 structures with the same formula, charge and spin is 268.6 kJ/mol. As for the structure (SMILES): C=C/C=C/C.O. The HOMO energy is -8.3 eV.

Each line ends with the Mulliken charge.
Cartesian coordinates (Å):
C: -0.883 1.293 1.858  -1.104
C: -0.367 0.439 0.741  0.023
C: -0.246 -0.925 0.715  -0.080
C: 0.824 -1.445 -0.212  -0.276
C: 1.212 -2.721 -0.304  -0.699
H: -1.830 1.836 1.745  0.296
H: -1.029 0.701 2.750  0.325
H: -0.154 2.077 2.081  0.272
H: -0.071 0.930 -0.191  0.150
H: -1.026 -1.491 1.208  0.342
H: 1.551 -0.671 -0.451  0.242
H: 2.237 -2.964 -0.584  0.254
H: 0.547 -3.549 -0.559  0.256
H: -0.315 2.901 -2.598  0.315
H: 0.018 1.401 -2.981  0.319
O: -0.467 2.191 -3.218  -0.635

=====

Formula: C12H17Cl2FO3S
Source: the OMol25 dataset
Level of theory: ωB97M-V/def2-TZVPD

The value obtained for the largest force on an atom is 1.90 eV/A. The molecular weight is 331.2 g mol⁻¹. The value obtained for the LUMO energy is -0.0226 hartree. The total energy is -57459.5587 eV. As for the structure (SMILES): CC[C@@H](F)C1=C(CCCS)C(=O)OC1=O.ClCCCl. The HOMO energy is -9.3 eV.

Each line ends with the Mulliken charge.
Cartesian coordinates (Å):
C: -4.123 -1.316 3.263  -1.443
C: -3.009 -0.586 2.529  -0.371
C: -2.663 -1.337 1.250  0.281
F: -3.751 -1.950 0.689  -0.386
C: -1.997 -0.488 0.222  0.487
C: -0.782 0.036 0.254  0.644
C: 0.221 -0.077 1.347  -0.450
C: 1.576 0.552 1.026  -0.777
C: 2.549 -0.379 0.320  -0.598
S: 2.948 -1.895 1.250  -0.205
C: -0.638 0.755 -1.068  0.014
O: 0.375 0.951 -1.700  -0.484
O: -1.916 1.058 -1.472  -0.302
C: -2.629 -0.105 -1.099  -0.089
O: -3.466 -0.636 -1.763  -0.483
H: -3.817 -2.309 3.564  0.345
H: -5.016 -1.395 2.663  0.359
H: -4.412 -0.784 4.161  0.407
H: -2.139 -0.655 3.171  0.237
H: -3.240 0.459 2.367  0.414
H: -1.970 -2.137 1.510  0.299
H: 0.326 -1.109 1.664  0.263
H: -0.173 0.485 2.187  0.318
H: 1.436 1.403 0.370  0.386
H: 2.009 0.958 1.929  0.405
H: 2.202 -0.645 -0.667  0.185
H: 3.498 0.127 0.211  0.351
H: 1.899 -2.659 0.909  0.114
Cl: 3.977 -0.292 -3.496  -0.190
C: 2.873 1.105 -3.624  0.063
C: 3.617 2.402 -3.797  -0.482
Cl: 4.516 2.858 -2.325  -0.194
H: 2.251 1.121 -2.738  -0.094
H: 2.235 0.928 -4.488  0.317
H: 2.909 3.205 -3.998  0.301
H: 4.325 2.352 -4.620  0.357

=====

Formula: C13H37N11O21
Source: the OMol25 dataset
Level of theory: ωB97M-V/def2-TZVPD

The value obtained for the largest force on an atom is 1.98 eV/A. The molecular weight is 683.5 g mol⁻¹. The value obtained for the LUMO energy is -0.0197 hartree. The total energy is -73441.9487 eV. As for the structure (SMILES): C[N+](=O)[O-].C[N+](=O)[O-].C[N+](=O)[O-].C[N+](=O)[O-].C[N+](=O)[O-].C[N+](=O)[O-].C[N+](=O)[O-].C[N+](=O)[O-].C[N+](=O)[O-].C[N+](=O)[O-].CN(C)C=O. The HOMO energy is -9.5 eV.

Each line ends with the Mulliken charge.
Cartesian coordinates (Å):
C: 1.800 4.684 -0.268  -0.665
N: 0.522 3.997 -0.604  1.108
O: -0.319 3.920 0.232  -0.568
O: 0.383 3.590 -1.741  -0.580
H: 1.645 5.106 0.719  0.322
H: 2.090 5.366 -1.051  0.270
H: 2.550 3.907 -0.121  0.116
C: -4.411 -1.647 -2.443  -0.215
N: -4.854 -2.060 -3.804  0.908
O: -5.550 -3.063 -3.862  -0.562
O: -4.475 -1.447 -4.779  -0.575
H: -3.593 -0.945 -2.498  -0.160
H: -4.147 -2.541 -1.893  0.309
H: -5.267 -1.197 -1.946  0.302
C: 3.577 2.301 3.943  -0.907
N: 3.392 3.265 2.843  1.081
O: 2.289 3.729 2.687  -0.561
O: 4.348 3.524 2.164  -0.577
H: 4.494 1.739 3.825  0.311
H: 2.710 1.667 4.063  0.289
H: 3.695 2.922 4.834  0.349
C: -1.720 0.180 -5.675  -0.733
N: -0.928 -0.094 -4.452  0.687
O: 0.279 -0.076 -4.547  -0.498
O: -1.548 -0.202 -3.400  -0.236
H: -2.722 -0.213 -5.561  0.229
H: -1.185 -0.274 -6.501  0.323
H: -1.710 1.262 -5.773  0.297
C: 3.025 -2.439 2.598  -0.245
N: 2.551 -2.378 4.015  0.962
O: 1.940 -3.359 4.459  -0.571
O: 2.787 -1.362 4.651  -0.542
H: 3.976 -2.950 2.552  0.332
H: 3.028 -1.413 2.246  -0.061
H: 2.244 -2.944 2.037  0.118
C: 1.062 -2.983 -2.125  -0.605
N: 2.392 -2.538 -1.630  0.980
O: 3.051 -1.801 -2.371  -0.544
O: 2.820 -2.961 -0.577  -0.572
H: 1.255 -4.018 -2.422  0.343
H: 0.703 -2.352 -2.918  0.177
H: 0.446 -3.102 -1.236  0.196
C: 4.527 1.049 -0.347  -0.304
N: 5.769 0.891 0.462  0.993
O: 6.526 1.843 0.506  -0.559
O: 6.016 -0.222 0.910  -0.578
H: 3.693 1.256 0.319  -0.108
H: 4.388 0.134 -0.914  0.262
H: 4.719 1.892 -1.001  0.328
C: -1.049 -5.612 3.778  -0.767
N: -1.121 -4.689 2.611  0.852
O: -2.200 -4.276 2.302  -0.522
O: -0.092 -4.473 2.003  -0.471
H: -2.001 -6.131 3.827  0.343
H: -0.939 -5.010 4.675  0.278
H: -0.237 -6.304 3.611  0.286
C: -4.824 2.012 2.090  -0.825
N: -3.846 0.909 2.255  0.973
O: -2.821 1.147 2.866  -0.544
O: -4.125 -0.156 1.739  -0.502
H: -4.299 2.930 1.867  0.304
H: -5.532 2.030 2.907  0.300
H: -5.355 1.712 1.186  0.306
C: -2.618 2.604 -2.071  -0.307
N: -3.869 2.234 -1.430  0.932
O: -4.084 1.073 -1.210  -0.402
O: -4.654 3.130 -1.203  -0.583
H: -1.982 3.223 -1.440  0.034
H: -2.790 3.286 -2.903  0.440
H: -2.064 1.737 -2.406  -0.134
C: 0.654 0.328 1.493  -0.343
O: 1.757 0.765 1.785  -0.318
N: 0.235 0.123 0.232  0.640
C: -1.039 -0.503 0.003  -0.229
C: 1.047 0.517 -0.882  0.422
H: -0.062 -0.025 2.245  0.401
H: -0.940 -1.474 -0.501  -0.046
H: -1.702 0.134 -0.580  -0.160
H: -1.512 -0.831 0.925  0.332
H: 1.684 1.294 -0.464  -0.387
H: 1.716 -0.254 -1.256  -0.393
H: 0.403 0.909 -1.662  0.028